(1)
The following is a quantum chemistry calculation of a structure of composition C4H6AlO2 in a non-equilibrium geometry, from the OMol25 dataset.

For the gap between HOMO and LUMO (alpha / beta), the calculation gives 6.76 / 7.77 eV. Its expectation value of S² is 0.75. Its charge is +2. As for the multiplicity: 2.

Last column: Löwdin charge in e.
Cartesian coordinates (Å):
H: -0.62470 -0.72970 -1.31536  0.257
O: -2.59634 0.10502 -0.56534  0.135
C: -1.29158 -0.05837 -0.52505  -0.305
C: -0.69347 -0.90447 0.38505  -0.072
C: 0.75480 -1.35913 0.53920  -0.086
C: 1.76459 -0.53592 -0.21149  0.093
O: 1.76710 0.78716 -0.00707  -0.009
Al: 0.17040 1.26768 0.67158  1.103
H: -2.88571 0.80836 0.02918  0.156
H: -1.36128 -1.23209 1.19280  0.172
H: 0.82179 -2.40835 0.21372  0.179
H: 0.98829 -1.37427 1.62439  0.185
H: 2.71836 -0.99902 -0.49429  0.192

---

(2)
The following is a quantum chemistry calculation of a structure of composition C4H6B3F12N2Ni in a non-equilibrium geometry, from the OMol25 dataset.

For the gap between HOMO and LUMO (alpha / beta), the calculation gives 10.50 / 10.49 eV. Its expectation value of S² is 2.00. Its charge is -1. As for the multiplicity: 3.

Last column: Löwdin charge in e.
Cartesian coordinates (Å):
Ni: 0.85285 -13.24716 9.86200  0.813
B: 3.72652 -13.15336 10.40717  -1.210
F: 2.46843 -13.16798 11.13625  0.063
F: 4.19662 -14.49397 10.39147  0.081
F: 3.42999 -12.74284 9.10627  0.125
F: 4.63648 -12.32574 11.03042  0.154
B: 0.24420 -11.00335 11.69109  -1.211
F: -0.74522 -10.03346 11.63009  0.131
F: 0.90999 -11.10149 10.40972  0.077
F: 1.17901 -10.71235 12.68956  0.115
F: -0.30167 -12.29372 11.90453  0.073
B: -0.91243 -12.48854 8.06324  -1.195
F: 0.53649 -12.35129 8.05640  0.052
F: -1.16624 -13.13128 9.32915  0.078
F: -1.47669 -11.22746 8.07298  0.157
F: -1.32569 -13.26131 7.00192  0.149
C: 0.02041 -17.20406 12.29071  -0.038
C: 0.09263 -15.88473 11.67759  -0.157
N: 0.16369 -14.84498 11.21342  0.205
H: 0.43755 -17.97296 11.64970  0.082
H: -1.01901 -17.41402 12.53743  0.087
H: 0.58025 -17.16228 13.22646  0.091
C: 3.55227 -16.41671 8.60044  -0.038
C: 2.41734 -15.51778 8.60390  -0.165
N: 1.50811 -14.82075 8.60777  0.205
H: 3.77366 -16.68578 9.63082  0.088
H: 4.43568 -15.95517 8.17230  0.098
H: 3.27462 -17.30168 8.02491  0.088

---

(3)
The following is a quantum chemistry calculation of a structure of composition C4H6BF4FeO4 in a non-equilibrium geometry, from the OMol25 dataset.

For the gap between HOMO and LUMO (alpha / beta), the calculation gives 11.95 / 8.42 eV. Its expectation value of S² is 8.76. As for the multiplicity: 6.

Last column: Löwdin charge in e.
Cartesian coordinates (Å):
Fe: -3.02732 30.80171 32.20349  1.351
B: -0.86554 30.27505 33.50296  -1.463
F: -2.18538 29.81016 33.72980  0.123
F: 0.03152 29.32146 33.22466  0.226
F: -0.96129 30.99247 32.41240  0.231
F: -0.49915 31.01007 34.56593  0.219
C: -4.73455 34.42508 31.84559  0.041
C: -3.98891 33.07656 31.96936  -0.686
O: -3.95322 32.45889 33.02643  0.011
O: -3.21522 32.63825 31.14111  0.028
H: -5.37687 34.35030 30.96813  0.086
H: -4.09078 35.26245 31.57639  0.090
H: -5.32621 34.77393 32.69196  0.088
C: -4.69579 27.69434 30.14351  0.040
C: -4.04263 28.84057 31.01219  -0.618
O: -4.58303 29.31032 32.01087  0.012
O: -2.90513 29.32054 30.67162  -0.027
H: -4.20336 27.72292 29.17149  0.082
H: -5.77292 27.84139 30.06434  0.081
H: -4.63515 26.71609 30.62042  0.085

---

(4)
The following is a quantum chemistry calculation of the molecule C4H6BN in a non-equilibrium geometry, from the OMol25 dataset.

For the gap between HOMO and LUMO, the calculation gives 8.90 eV. As for the SMILES: [H]/B=C/C=N\C=C. As for the multiplicity: 1.

Last column: Löwdin charge in e.
Cartesian coordinates (Å):
B: 1.43246 -0.34716 0.55349  0.123
C: 0.43051 -1.20959 1.06693  -0.100
C: -0.97364 -0.97780 0.90141  -0.189
C: -0.71966 1.04428 -0.34506  -0.253
C: 0.04694 1.08510 -1.47714  0.034
N: -1.37639 0.01091 0.22219  0.034
H: 2.54942 -0.11667 0.02427  0.043
H: 0.58393 -1.86729 1.84195  0.038
H: -1.69038 -1.62717 1.24949  0.089
H: -1.15376 1.90200 -0.03146  0.078
H: 0.32302 1.89775 -2.07743  0.035
H: 0.54755 0.20564 -1.92864  0.067

---

(5)
The following is a quantum chemistry calculation of a cluster of 2 separate species, C4H6BNO2 in total in a non-equilibrium geometry, from the OMol25 dataset.

For the gap between HOMO and LUMO, the calculation gives 9.85 eV. As for the SMILES: N=C=C1CC1.O=BO. As for the multiplicity: 1.

Last column: Löwdin charge in e.
Cartesian coordinates (Å):
B: -1.78195 -0.80458 -2.17875  -0.531
C: 0.82401 0.92252 -0.29661  -0.155
C: 0.59463 -0.90751 1.56600  -0.068
C: -0.19074 0.29546 2.01155  -0.095
C: 0.38433 0.22586 0.65903  -0.229
N: 1.10634 1.35187 -1.37435  0.134
O: -2.67087 -1.41124 -1.64339  0.134
O: -0.71224 -0.34056 -2.84363  0.145
H: 1.71019 -1.04826 1.80419  0.144
H: 0.05697 -1.76949 1.45862  0.071
H: -1.34618 0.21466 2.12395  0.143
H: 0.13661 1.12016 2.64398  0.101
H: 2.07762 1.68046 -1.46551  0.105
H: -0.18871 0.47065 -2.46508  0.102

---

(6)
The following is a quantum chemistry calculation of a structure of composition C4H6Br2N2O3 in a non-equilibrium geometry, from the OMol25 dataset.

For the gap between HOMO and LUMO (alpha / beta), the calculation gives 6.12 / 7.34 eV. Its expectation value of S² is 2.01. As for the multiplicity: 3.

Last column: Löwdin charge in e.
Cartesian coordinates (Å):
C: -1.58552 -1.34260 -0.18315  -0.347
C: 0.78957 -1.06076 0.18376  0.001
C: -0.63186 0.81747 -0.66273  -0.095
C: -3.66226 0.18450 0.10701  -1.114
N: -0.57069 -0.48997 -0.10053  -0.183
N: -3.35305 0.15516 1.42289  -0.542
O: -3.65772 -0.89976 2.02926  -0.018
O: -2.13452 -2.37216 -0.10972  0.054
O: -2.77019 1.09971 1.96123  -0.009
Br: -3.91529 1.87213 -0.56369  0.883
Br: -4.74442 -1.24039 -0.50740  0.875
H: 1.28777 -0.32543 1.02422  0.147
H: 0.64683 -2.01554 0.54963  0.058
H: 1.28624 -0.91102 -0.71912  0.058
H: -1.37529 1.58030 -0.08470  0.068
H: 0.41413 1.26697 -0.48728  0.120
H: -1.02546 0.93140 -1.60083  0.042

---

(7)
The following is a quantum chemistry calculation of a structure of composition C4H6Br3NO2 in a non-equilibrium geometry, from the OMol25 dataset.

For the gap between HOMO and LUMO, the calculation gives 9.59 eV. As for the multiplicity: 1.

Last column: Löwdin charge in e.
Cartesian coordinates (Å):
C: 0.82119 -0.19096 0.15726  -0.085
C: -0.59046 0.33141 0.44846  -0.335
C: -1.62519 -0.36378 -0.36597  -0.813
C: -2.92316 0.43560 0.00804  -1.241
N: -2.89674 1.68467 -0.77347  -0.536
O: -2.46194 1.60664 -1.90346  0.035
O: -3.30482 2.65077 -0.14415  0.035
Br: -1.94318 -2.14899 0.18332  0.763
Br: -4.38074 -0.33276 -1.10376  0.762
Br: -3.41361 0.56776 1.74389  0.922
H: 1.52947 -0.59697 0.94069  0.101
H: 1.32146 0.63360 -0.32675  0.068
H: 0.73338 -0.98822 -0.55509  0.048
H: -0.74934 0.20114 1.50314  0.074
H: -0.78523 1.35405 0.28061  0.098
H: -1.54360 -0.27927 -1.46155  0.104

---

(8)
The following is a quantum chemistry calculation of the ion C4H6BrN2 with charge +1 in a non-equilibrium geometry, from the OMol25 dataset.

For the gap between HOMO and LUMO (alpha / beta), the calculation gives 6.81 / 6.55 eV. Its charge is +1. As for the multiplicity: 1.

Last column: Löwdin charge in e.
Cartesian coordinates (Å):
C: -0.96541 1.70736 0.02011  0.187
C: -1.14393 -0.65012 0.02942  -0.074
C: -3.33422 0.12101 -0.51239  -0.542
C: 1.05378 0.19426 0.07319  0.026
N: -2.45558 -0.75852 -0.11832  -0.054
N: -0.42800 0.51734 0.02239  -0.224
Br: -5.04361 0.07849 0.05397  0.887
H: -0.20138 2.58823 -0.29810  0.112
H: -0.52546 -1.63903 0.23008  0.208
H: 1.30558 -0.26473 0.98114  0.076
H: 1.13720 -0.59736 -0.69160  0.106
H: 1.47013 1.28050 0.04750  0.137
H: -2.64785 -1.68749 0.19921  0.156

---

(9)
The following is a quantum chemistry calculation of the molecule C4H6BrNO2S in a non-equilibrium geometry, from the OMol25 dataset.

For the gap between HOMO and LUMO, the calculation gives 8.23 eV. As for the SMILES: C/C(Br)=[N+](\[O-])OCC=S. As for the multiplicity: 1.

Last column: Löwdin charge in e.
Cartesian coordinates (Å):
C: 2.00115 0.74401 -0.30552  -0.179
C: 1.56017 0.88419 1.08033  -0.669
C: -2.37440 -0.83002 -0.03876  -0.090
C: -0.93820 -0.96398 -0.37022  -0.664
N: -0.23125 0.09752 -0.67281  -0.424
O: -0.68952 1.22289 -0.63005  0.023
O: 1.02598 -0.06883 -1.10602  -0.085
S: 1.96074 2.10140 2.04773  0.742
Br: -0.12107 -2.68089 -0.54548  0.767
H: 2.18405 1.65674 -0.72702  0.082
H: 2.95873 0.15555 -0.33968  0.156
H: 0.87825 0.09672 1.43633  0.073
H: -3.02099 -1.82244 -0.08031  0.126
H: -2.69761 -0.13585 -0.73675  0.050
H: -2.49605 -0.45702 0.98824  0.093

---

(10)
The following is a quantum chemistry calculation of a cluster of 2 separate species, C4H6BrNS in total in a non-equilibrium geometry, from the OMol25 dataset.

For the gap between HOMO and LUMO, the calculation gives 10.04 eV. As for the SMILES: Cc1cncs1.Br. As for the multiplicity: 1.

Last column: Löwdin charge in e.
Cartesian coordinates (Å):
C: 0.36283 0.03644 0.42363  -0.233
C: -0.69216 0.92473 2.18023  -0.548
C: -0.84682 -0.28568 0.01204  -0.533
C: -1.11462 -0.94034 -1.30414  -0.080
N: 0.43629 0.64400 1.66493  -0.036
S: -1.98852 0.39788 1.23110  0.991
Br: 3.86142 0.80577 -0.95526  0.402
H: 1.25545 -0.17880 0.01245  0.026
H: 2.96337 0.18627 -1.75328  -0.354
H: -0.82192 1.38588 3.24865  0.115
H: -0.14250 -1.31022 -1.68810  0.093
H: -1.27715 -0.06727 -1.90127  0.068
H: -1.99567 -1.59868 -1.17099  0.091

---

Number 1: total energy -548.0660 Ha. Number 2: total energy -3047.6082 Ha. Number 3: total energy -2145.2455 Ha. Number 4: total energy -235.4737 Ha. Number 5: total energy -386.0815 Ha. Number 6: total energy -5638.9674 Ha. Number 7: total energy -8083.1469 Ha. Number 8: total energy -2839.0233 Ha. Number 9: total energy -3333.2734 Ha. Number 10: total energy -3182.9328 Ha.